Entry 1:
Entry from OMol25: a 6-piece molecular cluster, C19H49N5O8PS overall (ωB97M-V/def2-TZVPD).

Values from the calculation:
Lowest unoccupied orbital energy (eV): 2.1
Total energy (eV): -64451.4074
HOMO level (Eh): -0.122
Total charge: -1

Each line ends with the Mulliken charge.
Cartesian coordinates (Å):
S (1.94094, 1.52921, 2.88013)  1.223
P (-4.19131, 1.97708, 1.66545)  -0.262
O (1.77473, 1.66128, 4.29430)  -0.645
O (3.07391, 2.14974, 2.23992)  -0.580
O (-2.31652, -1.28887, -0.39112)  -0.725
O (-5.37901, -3.50209, -4.00388)  -0.636
O (7.86735, 4.02187, -1.56510)  -0.626
O (-4.26321, -2.49474, 3.07789)  -0.506
O (2.06055, -0.04979, 2.64117)  -0.523
O (10.07236, -1.20539, -4.93156)  -0.658
N (-2.52413, -3.03365, 4.37292)  -0.028
N (9.16806, 0.78858, -4.42202)  -0.116
N (-6.60941, -2.49144, -5.58276)  -0.173
N (6.83136, 3.24105, 0.27082)  -0.085
N (-4.54697, -1.35420, -0.47437)  0.338
C (-3.84560, -3.10774, 4.03775)  0.893
C (-5.84857, -1.96671, -0.54862)  -1.023
C (7.09671, 4.21151, -0.63218)  0.789
C (-3.33942, -1.95665, -0.46146)  0.984
C (-4.74287, -3.95591, 4.91548)  -1.559
C (-1.83844, -3.66699, 5.47238)  -0.976
C (9.01314, 2.02296, -3.67339)  -0.752
C (6.40321, 5.54307, -0.44567)  -1.341
C (11.00991, -0.06748, -3.05021)  -1.178
C (-7.13265, -1.37545, -6.33663)  -0.815
C (-3.08271, 0.55876, 2.37332)  -0.225
C (0.47362, 2.02006, 2.00731)  -0.988
C (-0.66008, 0.99552, 1.87042)  0.139
C (-5.72438, -2.46551, -4.54353)  0.803
C (10.05102, -0.21851, -4.21273)  0.741
C (-1.76536, 1.10465, 2.92635)  -0.992
C (-5.21099, -1.11451, -4.10509)  -1.173
C (5.95882, 3.30229, 1.43204)  -0.844
C (-3.31089, -3.46987, -0.48106)  -1.534
H (-6.87615, -1.45615, -7.39529)  0.274
H (-3.77697, -3.86280, -1.38699)  0.274
H (-1.45725, 0.60002, 3.85143)  0.250
H (-4.53007, -1.26585, -3.27160)  0.022
H (7.31306, 2.37458, 0.08933)  0.211
H (-1.90135, 2.16272, 3.19984)  0.326
H (-2.53657, -4.26827, 6.04847)  0.354
H (-1.39631, -2.92770, 6.14408)  0.293
H (8.55507, 0.62917, -5.20600)  0.216
H (-6.39429, -1.58124, -1.41420)  0.257
H (-6.91617, -3.41974, -5.82619)  0.233
H (-4.98741, 3.08571, 1.11606)  0.153
H (10.47286, 0.02039, -2.10518)  0.326
H (-5.74823, -3.89142, 4.51019)  0.314
H (5.31932, 5.43012, -0.48225)  0.379
H (-4.67997, -0.61058, -4.91358)  0.489
H (-2.27064, -3.78198, -0.44483)  0.393
H (-3.02361, 2.41738, 0.81421)  -0.069
H (9.72345, 2.06664, -2.85528)  0.259
H (-3.83749, -3.86989, 0.38692)  0.289
H (-8.21979, -1.31410, -6.25213)  0.273
H (-2.83381, -0.18349, 1.60732)  -0.336
H (-3.65385, 0.05023, 3.15700)  0.238
H (0.82723, 2.39137, 1.04511)  0.359
H (5.16034, 2.56714, 1.37356)  0.366
H (6.52945, 3.12278, 2.34486)  0.269
H (-5.36871, 1.55112, 2.47391)  -0.014
H (-6.43679, -1.74763, 0.34526)  0.284
H (-6.71481, -0.44716, -5.95990)  0.313
H (-0.24514, -0.01672, 1.90424)  0.221
H (9.18484, 2.88687, -4.31729)  0.246
H (1.96205, -0.25492, 1.70009)  0.365
H (11.63505, 0.81844, -3.16696)  0.338
H (8.01583, 2.11287, -3.24801)  0.287
H (-4.42146, -4.99863, 4.92176)  0.400
H (11.63923, -0.95188, -3.02552)  0.285
H (-5.76158, -3.04409, -0.65527)  0.367
H (0.13567, 2.87887, 2.59582)  0.384
H (-4.74674, -3.59214, 5.94381)  0.374
H (6.66390, 5.99188, 0.51339)  0.375
H (-4.67981, 1.10412, 0.54097)  -0.243
H (-6.03117, -0.47415, -3.77740)  0.408
H (-4.50199, -0.34412, -0.32910)  -0.045
H (-3.73538, 2.86357, 2.77467)  0.040
H (6.72461, 6.19893, -1.24889)  0.287
H (-1.10673, 1.10919, 0.88263)  0.256
H (-1.99775, -2.43154, 3.75623)  0.142
H (5.50284, 4.28408, 1.50484)  0.261
H (-1.03995, -4.32411, 5.11957)  0.309

Cartesian forces (eV/Å) of the 2 atoms listed first:
S 0.07 0.04 0.11
P -0.01 0.09 0.07

***

Entry 2:
Entry from OMol25: a 8-piece molecular cluster, C19H50Cl4O6S6 overall in a non-equilibrium geometry (ωB97M-V/def2-TZVPD).

Values from the calculation:
Lowest unoccupied orbital energy (eV): 0.2
Total energy (eV): -147894.6474
HOMO level (Eh): -0.322

Each line ends with the Mulliken charge.
Cartesian coordinates (Å):
Cl (3.14676, -3.82512, 1.44780)  -0.085
Cl (4.32055, -1.23708, 1.32586)  -0.037
Cl (5.98821, -3.51919, 1.47964)  -0.117
Cl (4.52996, -2.98245, -0.90615)  -0.099
S (-3.06272, -4.44517, -3.20584)  0.476
S (0.17629, 0.82906, 1.28311)  0.499
S (-2.43870, 2.81827, -1.99876)  0.642
S (4.95423, 2.37641, 1.83360)  0.543
S (-1.04831, 1.77354, 5.29337)  0.512
S (-1.58232, -3.80433, 5.49793)  0.397
O (-1.12403, 0.43715, 4.68029)  -0.456
O (0.92300, 1.47996, 0.17202)  -0.509
O (-2.34277, -4.79099, -1.96125)  -0.602
O (-3.00420, 3.11909, -3.32320)  -0.666
O (-0.58975, -4.59734, 4.76594)  -0.597
O (4.08891, 2.71298, 2.97629)  -0.624
C (-1.46852, 1.52864, 7.02022)  -1.077
C (0.61007, 0.43822, -5.84898)  -1.013
C (1.69971, 0.16501, -3.42377)  0.077
C (3.93190, 2.52863, 0.36669)  -0.513
C (1.38912, 1.05234, -4.64752)  -0.712
C (-0.67962, -2.62087, 6.49060)  -0.608
C (1.40404, 0.83236, 2.58835)  -0.497
C (-2.53994, 2.61504, 4.86729)  -0.967
C (-3.64899, 3.20033, -0.75039)  -0.927
C (-4.40818, -3.37848, -2.71979)  -0.877
C (-1.08779, -0.91696, -7.04998)  -1.493
C (2.65539, 0.85382, -2.47057)  -1.153
C (-2.20497, -2.55953, 4.38991)  -0.120
C (4.49761, -2.89951, 0.83210)  0.286
C (-2.53115, 1.05603, -1.80451)  -0.274
C (-2.05860, -3.22042, -4.03661)  -0.746
C (-0.36732, -0.70277, -5.70988)  0.640
C (5.98472, 3.79680, 1.50802)  -0.948
C (0.16598, -0.94881, 1.08404)  -0.443
H (0.73538, 0.03306, -2.89306)  -0.081
H (-3.56006, 4.25136, -0.50149)  0.349
H (2.35695, 0.46035, 2.23863)  -0.260
H (-2.31796, 0.85080, 7.05030)  0.283
H (-2.51111, 3.61661, 5.30467)  0.426
H (6.58834, 4.01649, 2.37908)  0.346
H (4.49509, 2.64426, -0.56126)  0.520
H (1.51705, 1.88306, 2.85707)  0.393
H (1.14738, -1.28724, 0.73443)  0.115
H (-1.38894, -2.23131, 3.74954)  -0.279
H (-5.15172, -4.03042, -2.25614)  0.339
H (3.31815, 1.63439, 0.33524)  -0.287
H (2.31828, 1.81785, -2.10260)  0.316
H (2.00736, -0.86046, -3.64342)  0.384
H (1.34445, 0.15519, -6.61331)  0.381
H (-3.06695, -2.88125, 3.81288)  0.441
H (-4.09558, -2.63178, -1.99528)  0.218
H (2.36510, 1.34907, -5.05701)  0.309
H (-4.65063, 2.98792, -1.13061)  0.327
H (0.09421, -3.13515, 7.05034)  0.400
H (-3.58166, 0.75906, -1.91150)  0.447
H (-1.79808, -1.73988, -6.98599)  0.359
H (-1.95519, 0.60379, -2.60426)  -0.267
H (0.89936, 1.95325, -4.27594)  0.365
H (-1.62218, -0.01241, -7.34320)  0.350
H (-0.35135, -1.10560, -7.83578)  0.357
H (0.00676, -1.39050, 2.06469)  -0.060
H (-1.66301, 2.48357, 7.49999)  0.425
H (-1.63648, -2.52606, -3.30637)  0.174
H (-2.19233, 0.74466, -0.81688)  0.119
H (0.01920, -1.65975, -5.35604)  0.276
H (3.32289, 3.42964, 0.45602)  0.374
H (-0.59866, 1.05638, 7.47302)  0.334
H (-0.57170, -1.24704, 0.35201)  0.370
H (-0.25397, -1.85060, 5.84460)  -0.004
H (-3.46192, 2.54927, 0.10418)  0.236
H (-3.42101, 2.08237, 5.22193)  0.319
H (-2.56748, 2.72489, 3.78456)  0.216
H (-2.51534, -1.69831, 4.98732)  0.155
H (3.64372, 0.91249, -2.94716)  0.408
H (-1.14876, -0.43402, -4.98116)  -0.116
H (2.81236, 0.22136, -1.59046)  0.193
H (5.34753, 4.64860, 1.25623)  0.278
H (1.02489, 0.29310, 3.45714)  0.257
H (6.56598, 3.57147, 0.61124)  0.343
H (-2.66183, -2.64681, -4.74018)  0.278
H (-1.24614, -3.75371, -4.52041)  0.383
H (0.04403, 1.26283, -6.29899)  0.227
H (-4.88018, -2.89750, -3.57950)  0.349
H (-1.38285, -2.14197, 7.17700)  0.301

Cartesian forces (eV/Å) of the 2 atoms listed first:
Cl -0.39 -0.31 0.16
Cl -0.03 0.81 0.19

***

Entry 3:
Entry from OMol25: a 10-piece molecular cluster, C19H51N7O17 overall in a non-equilibrium geometry (ωB97M-V/def2-TZVPD).

Values from the calculation:
Lowest unoccupied orbital energy (eV): -0.1
Total energy (eV): -65747.1429
HOMO level (Eh): -0.351
Structure (SMILES): C[N+](=O)[O-].C[N+](=O)[O-].C[N+](=O)[O-].C[N+](=O)[O-].C[N+](=O)[O-].C[N+](=O)[O-].C[N+](=O)[O-].CCOCC.CCOCC.CCOCC

Each line ends with the Mulliken charge.
Cartesian coordinates (Å):
O (0.09629, -0.36602, 0.26309)  0.246
O (2.15646, 3.64271, -0.69202)  -0.396
O (-2.64642, 3.92704, 3.03993)  -0.558
O (0.29782, 3.10151, 4.06707)  -0.607
O (1.41432, -2.56909, -3.33981)  -0.304
O (5.49370, -5.31923, -0.86768)  -0.540
O (-1.90583, 0.47118, -4.22688)  -0.578
O (-4.99770, -0.63258, 4.82448)  -0.589
O (-2.56410, 1.72245, -2.62804)  -0.444
O (0.30668, -1.81878, 4.02628)  -0.440
O (-5.50822, 0.69929, 0.28541)  -0.401
O (-0.68463, 1.34107, 3.30859)  -0.421
O (-1.81919, 4.08764, 1.04900)  -0.564
O (-4.46144, 0.46571, 3.03651)  -0.481
O (-6.42128, -0.39035, -1.31769)  -0.564
O (2.38723, -1.49784, 4.33955)  -0.530
O (7.39654, -4.61688, -0.10949)  -0.541
N (-2.73096, 0.81859, -3.40517)  0.956
N (6.24099, -4.45792, -0.44044)  0.895
N (1.39079, -2.18778, 4.39324)  0.870
N (-6.47245, 0.23997, -0.29458)  0.875
N (0.16764, 2.20547, 3.26160)  0.766
N (-2.67415, 3.72691, 1.84126)  1.047
N (-4.19062, -0.23755, 3.99407)  0.911
C (-2.76983, -0.65519, 4.15757)  -0.731
C (1.20607, 2.12273, 2.19152)  -0.542
C (1.16160, -1.12925, -0.24624)  0.184
C (5.66504, -3.08142, -0.28099)  -0.455
C (2.36301, -0.94490, 0.66348)  -0.737
C (3.51136, 3.48048, -0.30650)  0.070
C (1.93197, -0.59758, -4.54293)  -1.164
C (-7.74122, 0.42921, 0.44594)  -0.788
C (-2.08756, 0.46737, 0.16980)  0.051
C (0.60611, -4.46939, -2.17803)  -1.203
C (4.24166, 4.80994, -0.43620)  -1.416
C (2.49627, -1.75901, -3.78017)  -0.029
C (-1.09683, -0.46306, -0.48755)  -0.261
C (-4.01931, 0.07622, -3.38860)  -0.778
C (0.50923, 3.14889, -2.29466)  -1.346
C (1.83083, -3.66963, -2.56680)  0.170
C (1.57627, 2.53932, -1.35926)  0.874
C (-3.88371, 3.05240, 1.28704)  -0.378
C (1.54629, -3.52943, 5.00863)  -0.811
H (-2.50326, -1.34806, 3.36882)  0.278
H (2.40669, -3.30838, -1.70053)  -0.058
H (6.53953, -2.45725, -0.47002)  0.337
H (0.89835, -2.19114, -0.28727)  0.176
H (3.66068, 5.57244, 0.08098)  0.318
H (-2.24998, 0.24729, 1.22238)  -0.192
H (-4.13245, -0.45504, -4.32915)  0.334
H (4.35057, 5.07269, -1.48882)  0.306
H (-0.06054, -3.81379, -1.61375)  0.134
H (3.08776, -1.45854, -2.90616)  0.131
H (3.65750, 3.10482, 0.71337)  0.157
H (1.34499, -0.96305, -5.38580)  0.357
H (-3.91817, 3.23576, 0.21978)  0.273
H (5.24743, 4.74287, -0.02280)  0.398
H (1.85905, -4.15396, 4.17199)  0.311
H (3.92636, 2.74423, -1.00500)  0.351
H (-3.06689, 0.46503, -0.31425)  0.127
H (0.86132, 1.48563, 1.39078)  -0.290
H (-1.47244, -1.48297, -0.63703)  0.332
H (2.32688, -3.49867, 5.75699)  0.295
H (1.06341, 1.83002, -0.70652)  -0.525
H (-2.14049, 0.22780, 4.24540)  0.316
H (-0.86302, -0.11929, -1.50446)  0.075
H (2.12162, 1.84541, 2.71333)  0.418
H (2.28660, 1.99259, -1.98918)  0.373
H (3.10925, -1.72841, 0.52638)  0.163
H (0.88157, 4.07932, -2.72449)  0.415
H (2.73753, 0.02948, -4.93321)  0.389
H (-7.57833, 0.21904, 1.49608)  0.279
H (-4.73316, 3.32004, 1.90273)  0.365
H (0.57899, -3.82086, 5.39960)  0.294
H (1.29394, 0.07852, -3.97210)  0.036
H (-4.81209, 0.79174, -3.22401)  0.266
H (2.53725, -4.28166, -3.14742)  0.432
H (-2.71152, -1.14736, 5.12649)  0.361
H (1.38520, 3.17146, 1.95685)  0.439
H (-7.98971, 1.47730, 0.28875)  0.270
H (0.37617, 2.52141, -3.17975)  0.275
H (-1.74395, 1.48283, -0.04175)  -0.122
H (-8.52785, -0.21039, 0.05610)  0.324
H (1.44770, -0.82474, -1.25986)  -0.080
H (4.99354, -2.91020, -1.11634)  0.055
H (-3.87991, -0.70762, -2.64706)  0.270
H (0.09412, -4.75591, -3.09604)  0.370
H (3.14138, -2.38705, -4.40304)  0.461
H (-0.41765, 3.30984, -1.75309)  0.173
H (2.81186, 0.03686, 0.49887)  0.067
H (5.24633, -2.90553, 0.70021)  0.268
H (-3.72583, 1.98279, 1.40074)  -0.178
H (2.09808, -0.98317, 1.72323)  0.002
H (0.83684, -5.33742, -1.56530)  0.357

Cartesian forces (eV/Å) of the 2 atoms listed first:
O 0.08 -0.40 0.17
O 0.44 -0.23 0.62